The following is a DFT calculation (ωB97M-V/def2-TZVPD) of a molecular structure, C63H140F6N10NaO12S6 at a distorted geometry.

Element x y z (Å)
C1 -4.652 8.168 1.055
S1 -0.364 0.101 -0.773
O1 -1.736 -0.057 -0.267
C2 3.240 2.989 -0.885
H1 3.736 -4.418 -2.249
H2 1.818 -8.095 2.315
H3 -5.581 6.041 -0.307
O2 -4.861 -5.339 3.046
H4 2.362 3.483 -1.302
H5 3.631 -1.710 -3.724
H6 1.765 -2.208 3.902
N1 -4.602 6.693 1.518
H7 7.479 -3.941 -1.549
H8 -6.566 3.616 3.362
H9 -4.860 4.975 -5.435
C3 -5.657 2.939 -6.923
H10 -4.225 8.155 0.052
H11 1.298 2.354 7.513
H12 -5.540 5.402 4.573
H13 3.776 6.410 -6.295
H14 4.548 -9.874 2.084
N2 0.724 0.113 0.238
C4 4.223 1.964 -3.034
O3 -2.691 2.736 2.558
H15 -2.725 -2.173 -5.129
H16 -2.549 6.548 2.023
C5 6.125 -1.074 -1.569
H17 2.408 5.993 -5.116
H18 6.853 4.999 -2.919
H19 -4.827 -4.839 -0.302
C6 6.403 -4.045 -1.413
H20 6.076 6.089 -1.668
C7 4.453 5.178 -4.562
H21 -1.582 -1.775 -3.890
C8 -4.712 2.296 -3.157
C9 -5.169 5.270 3.557
H22 -4.019 7.132 3.527
H23 1.425 -2.879 -2.809
C10 3.917 -5.558 1.074
C11 3.111 -0.369 6.548
H24 3.520 2.336 -3.779
C12 6.201 -4.272 -3.932
F1 1.045 -1.819 1.797
H25 -3.303 4.972 1.731
H26 5.814 -5.052 2.098
H27 -3.448 5.761 -0.721
H28 -4.478 0.928 -0.661
H29 -5.371 3.882 1.061
C13 -6.270 -5.097 -1.887
H30 6.134 -5.098 -1.319
H31 6.274 2.503 -2.310
H32 2.883 -6.161 4.418
H33 0.187 -0.277 3.878
H34 0.327 0.141 8.529
H35 -5.527 1.306 -5.615
H36 3.870 3.566 8.470
C14 -5.603 -4.271 -0.815
C15 -7.592 3.936 -5.390
H37 3.075 4.581 -2.977
H38 4.571 1.006 -3.419
O4 -0.333 -2.451 -0.093
H39 -2.794 -4.666 -1.502
C16 -4.970 -2.933 -1.369
H40 3.709 -0.634 7.420
H41 4.434 -6.104 0.285
H42 -1.957 0.448 -3.906
C17 -6.386 4.570 2.866
N3 5.747 -3.428 -2.668
H43 -8.652 3.727 -5.246
H44 7.191 -4.679 -3.724
H45 -5.012 3.712 -7.342
H46 -7.268 5.159 3.116
H47 -4.534 -1.063 -3.382
C18 -3.603 -1.586 -3.164
H48 4.463 4.844 -0.205
C19 -2.543 -1.478 -4.309
C20 4.145 -3.442 -2.509
H49 -3.142 1.623 -1.245
O5 -1.989 1.801 4.719
C21 2.788 -7.805 1.911
O6 -1.588 4.819 3.932
H50 1.721 -4.107 -4.101
H51 -5.709 8.434 1.037
H52 3.726 -1.964 5.247
H53 2.293 -6.422 -0.637
H54 -6.658 6.627 0.756
H55 2.696 1.007 -1.610
H56 -6.361 -6.091 -1.450
C22 3.560 3.040 9.373
H57 0.731 -6.760 0.150
H58 5.946 3.175 -3.817
C23 -4.731 2.919 -1.768
H59 1.514 1.435 5.071
H60 3.798 1.007 8.800
H61 -4.359 -5.923 -2.593
H62 -4.063 8.824 1.698
H63 -5.112 5.084 -3.671
S2 -1.649 2.153 3.347
H64 -5.380 -3.420 -4.154
C24 0.968 0.677 5.633
N4 1.790 0.365 6.905
H65 5.955 -1.584 -3.743
H66 1.696 -0.864 8.574
C25 4.024 -9.994 1.136
H67 3.820 -3.160 -4.736
H68 5.422 5.668 -4.653
H69 -5.497 -5.960 -3.837
H70 5.433 -5.045 -3.932
C26 3.421 -2.778 -3.796
H71 -3.584 4.328 -4.304
H72 2.203 -2.351 6.111
H73 0.903 -5.968 2.799
H74 2.312 -4.575 4.534
N5 2.578 -6.307 1.442
N6 5.098 4.291 -2.228
C27 2.795 -5.250 3.827
C28 2.209 1.760 7.569
H75 -3.107 -1.095 -2.327
H76 -3.806 2.324 0.162
C29 4.843 -5.497 2.315
C30 -5.032 2.274 -5.688
C31 3.470 6.176 -5.275
H77 3.035 2.844 0.176
C32 6.762 -1.825 -0.342
H78 3.524 -7.804 2.714
C33 4.061 5.037 -3.073
N7 -0.258 2.609 3.050
H79 -2.263 -2.981 -1.291
H80 -2.399 7.040 -0.317
H81 -5.751 2.283 -7.788
S3 -1.948 -4.648 2.129
Na1 1.453 1.650 1.785
H82 -1.975 -3.832 -2.850
C34 0.739 -0.560 4.775
H83 3.925 6.011 -2.602
S4 -3.567 -5.152 3.689
H84 2.562 -0.716 3.660
F2 0.563 4.891 3.007
H85 5.081 -3.095 0.099
C35 -7.200 3.277 -6.763
C36 0.958 -0.465 7.879
H86 -7.130 -4.655 -2.391
C37 1.644 -6.166 0.201
H87 1.322 -2.502 -4.511
H88 3.558 -4.567 0.795
C38 -3.216 5.994 1.363
H89 -6.379 -4.137 -0.062
H90 -5.261 1.354 -3.155
H91 4.552 -10.495 0.325
H92 3.777 0.308 6.013
H93 2.277 1.293 9.670
F3 -3.660 -6.217 4.969
C39 -5.784 5.975 0.762
H94 6.609 -1.244 0.568
C40 3.554 1.679 -1.634
H95 4.379 4.206 -5.049
N8 -3.947 -3.036 -2.554
F4 -1.286 -5.419 0.913
H96 -7.796 2.386 -6.963
C41 2.003 -1.275 4.412
C42 4.207 -4.791 3.518
H97 -4.123 3.823 -1.817
H98 -0.523 5.512 -0.017
H99 -4.407 -2.375 -0.622
H100 -5.668 7.324 3.327
H101 7.028 4.555 -1.236
H102 5.074 -6.470 2.748
H103 5.088 -0.779 -1.408
C43 -2.644 6.017 -0.031
N9 -5.338 3.131 -4.388
H104 0.011 -1.186 5.291
C44 -1.493 5.024 -0.103
H105 -7.031 2.189 -3.991
H106 3.890 -2.749 -1.707
H107 -3.960 2.111 -5.797
O7 -0.139 -0.208 -2.185
H108 4.337 1.106 -1.138
H109 5.255 3.465 -0.177
C45 -6.880 3.250 -4.188
H110 -2.017 0.090 -5.681
O8 -3.047 -4.121 1.273
H111 -3.552 0.267 -4.882
C46 -4.645 4.511 -4.472
C47 6.128 -3.210 -0.181
H112 4.443 2.944 10.006
H113 -1.338 4.558 -1.076
H114 7.351 -2.150 -3.055
O9 -0.793 -3.854 2.554
H115 6.041 -3.623 -4.793
H116 1.614 -4.554 2.233
H117 2.536 -8.874 0.053
H118 -7.127 4.270 0.930
C48 6.381 5.079 -1.940
C49 1.887 -5.531 2.632
C50 2.792 -1.563 5.642
F5 -0.410 1.744 -0.833
C51 -4.861 6.656 3.026
C52 6.310 -1.967 -2.786
H119 -4.276 4.663 3.705
C53 5.452 2.947 -2.873
H120 2.882 3.715 9.895
H121 6.573 -3.692 0.689
H122 2.864 2.260 6.855
C54 3.363 -8.700 0.741
O10 0.372 4.035 5.233
H123 -1.450 4.274 0.687
S5 0.786 -1.600 0.254
C55 -6.163 4.580 1.333
H124 4.741 -4.884 4.463
H125 -3.658 2.082 -3.338
H126 -5.678 3.405 -1.533
H127 -7.461 5.011 -5.516
H128 6.728 -0.181 -1.730
H129 3.518 7.132 -4.754
O11 -3.417 -3.940 4.395
H130 1.259 -5.156 0.063
H131 -3.820 -4.099 -4.338
C56 -2.650 -3.709 -2.004
C57 4.501 3.936 -0.807
O12 2.090 -2.047 -0.233
H132 3.338 -10.749 1.522
F6 -1.545 0.751 2.562
C58 -2.514 -0.020 -4.718
H133 -7.051 3.729 -3.224
H134 4.066 -8.060 0.207
C59 -4.602 -3.939 -3.596
C60 2.953 1.686 8.911
H135 0.151 1.342 5.912
H136 4.206 -3.709 3.386
S6 -0.402 3.999 4.035
C61 -5.164 -5.323 -3.018
H137 7.835 -1.939 -0.500
C62 1.885 -3.079 -3.777
C63 -4.093 1.937 -0.816
N10 -2.150 -5.788 2.973
H138 -7.450 3.995 -7.543
H139 0.475 -1.299 7.370
H140 -5.734 -2.276 -1.783

Values from the calculation:
HOMO-LUMO gap	7.09	eV
HOMO	-16.71	eV
total energy	-7083.55405	Eh
2S+1	1
charge	+5

Results of the Löwdin charge analysis, in e, for atoms 1 through 8: number 1, C, carries 0.050; number 2, S, carries 0.422; number 3, O, carries -0.278; number 4, C, carries -0.136; number 5, H, carries 0.124; number 6, H, carries 0.142; number 7, H, carries 0.110; number 8, O, carries -0.265